C37H52AgFGeN5S as an isolated structure, computed with ωB97M-V/def2-TZVPD.

Electronic energy   -120725.4203 eV
LUMO energy   -4.054 eV
Gap between HOMO and LUMO   4.9 eV
Net charge   +1
Molecular weight   798.4 g mol⁻¹

Structure (XYZ):
```
98
Properties=species:S:1:pos:R:3:forces:R:3:lowdin_charge:R:1
Ag -0.29136 0.72287 -0.38041 0.1 0.2 0.1 0.894
C -1.51332 -2.08686 -3.21677 0.0 0.1 0.1 -0.050
C -0.50864 -2.65547 -2.21439 0.0 0.0 0.0 -0.359
C 0.75700 -1.80167 -2.12944 -0.1 -0.1 0.1 -0.077
C -1.11949 -2.96403 -0.85331 0.0 0.0 0.0 -0.144
C -1.01875 -4.28970 -0.43503 0.0 0.0 0.0 -0.046
C -1.60441 -4.73623 0.73423 0.0 0.0 0.0 -0.072
C -2.28893 -3.83014 1.52228 0.1 0.0 0.0 -0.040
C -2.38611 -2.48845 1.17396 0.0 0.0 0.0 -0.131
C -3.11906 -1.57458 2.14882 0.0 0.0 -0.1 -0.362
C -2.52760 -1.66103 3.55847 -0.1 0.0 0.0 -0.057
C -4.61494 -1.89824 2.22517 0.0 0.0 0.0 -0.046
C -1.81603 -2.03609 -0.04724 -0.1 0.0 0.1 -0.200
N -1.97232 -0.67991 -0.43587 -0.1 -0.1 0.1 -0.054
C -3.26400 -0.26318 -0.63633 -0.1 0.0 0.0 -0.331
C -4.29375 -1.05969 -1.17906 0.2 -0.1 0.1 -0.034
C -5.56143 -0.56026 -1.41650 -0.1 0.1 0.0 -0.091
C -5.87989 0.76179 -1.12640 0.0 0.0 0.0 -0.095
C -4.89400 1.58210 -0.59208 0.1 0.0 0.0 -0.023
C -3.64346 1.05756 -0.36681 -0.1 0.0 0.0 -0.254
F -2.67456 1.89077 0.16059 -0.1 0.1 0.0 -0.024
H -1.04506 -1.95121 -4.19421 0.0 0.0 0.0 0.081
H -1.90598 -1.12682 -2.87771 0.1 -0.1 -0.1 0.041
H -2.35653 -2.76749 -3.33924 0.0 0.0 0.0 0.087
H -0.18294 -3.62304 -2.60587 0.0 0.0 0.0 0.124
H 0.50019 -0.81928 -1.73194 0.1 0.1 -0.1 -0.006
H 1.20762 -1.65025 -3.11269 0.0 0.0 0.0 0.085
H 1.49534 -2.25569 -1.46523 0.0 0.0 0.0 0.082
H -0.48944 -4.99315 -1.06793 0.0 0.0 0.0 0.110
H -1.53314 -5.77663 1.02348 0.0 0.0 0.0 0.104
H -2.75288 -4.17016 2.44064 0.0 0.0 0.0 0.111
H -3.01281 -0.54616 1.80076 0.0 0.0 0.0 0.111
H -2.69618 -2.64509 3.99792 0.0 0.0 0.0 0.081
H -2.99578 -0.92719 4.21828 0.0 0.0 0.0 0.087
H -1.45579 -1.49324 3.55998 0.0 0.0 0.0 0.047
H -4.77283 -2.88021 2.67794 0.0 0.0 0.0 0.082
H -5.08106 -1.89804 1.24341 0.0 0.0 -0.1 0.067
H -5.13025 -1.16106 2.84496 0.0 0.0 0.0 0.084
H -4.07200 -2.09479 -1.40915 0.0 0.0 0.0 0.120
H -6.31316 -1.21871 -1.83361 0.0 0.0 0.0 0.106
H -6.87196 1.14990 -1.30886 0.0 0.0 0.0 0.100
H -5.07931 2.61827 -0.33979 0.0 0.0 0.0 0.118
N 0.05575 1.84533 6.59460 0.0 0.0 0.0 0.098
C 0.07654 0.64114 5.99958 -0.1 0.1 0.0 -0.835
S 0.02931 -0.77843 6.80697 0.0 -0.1 0.0 0.739
C 0.07914 0.67474 4.50671 0.1 0.0 -0.1 -0.226
C 0.66915 -0.35956 3.78885 0.0 0.1 0.0 -0.034
C 0.62126 -0.34223 2.41042 0.1 -0.1 0.0 -0.143
N 0.06094 0.65784 1.72429 -0.1 0.0 0.1 -0.075
C -0.53872 1.64315 2.40612 0.0 0.1 0.0 -0.113
C -0.55151 1.68594 3.78673 0.0 0.0 0.0 0.013
H 0.03647 1.88429 7.60024 0.0 0.0 0.0 0.107
H 0.21226 2.69900 6.08634 0.0 0.0 0.0 0.105
H 1.11825 -1.19203 4.31062 0.0 0.0 0.0 0.106
H 1.03287 -1.16135 1.83283 0.0 0.0 0.0 0.110
H -1.02749 2.41262 1.82066 0.0 -0.1 0.1 0.112
H -1.08618 2.49136 4.27271 0.0 0.0 0.0 0.125
N -1.13814 2.72092 -6.28612 0.0 0.0 0.0 0.153
C -0.95867 2.43623 -4.98056 0.0 0.0 0.0 -0.301
C -1.93704 1.77079 -4.22714 0.0 0.0 0.0 0.018
C -1.69493 1.46420 -2.91255 -0.1 -0.1 -0.1 -0.124
N -0.55811 1.78176 -2.26383 0.2 -0.3 -0.2 -0.038
C 0.36151 2.44770 -2.98176 0.0 0.3 0.1 -0.157
C 0.22010 2.78719 -4.30189 0.0 0.0 0.1 0.003
H -2.01407 2.52791 -6.73632 0.0 0.0 0.0 0.115
H -0.46330 3.26024 -6.79550 0.0 0.0 0.0 0.112
H -2.88137 1.48068 -4.66833 0.0 0.0 0.0 0.126
H -2.44583 0.93004 -2.34768 0.1 0.1 -0.1 0.080
H 1.24545 2.76808 -2.44913 0.0 -0.1 0.0 0.075
H 1.00912 3.33527 -4.79937 0.0 0.0 0.0 0.119
C 5.93625 -1.62493 -1.72049 0.0 0.0 0.0 -0.100
C 4.53704 -1.03507 -1.59983 0.0 0.0 0.0 -0.290
C 4.53898 0.46692 -1.85825 0.0 0.0 0.0 -0.283
C 3.14286 1.11389 -1.94570 0.1 0.0 0.2 -0.327
Ge 2.25926 1.12870 -0.18971 -0.2 0.0 -0.3 0.996
C 2.53569 2.72412 0.89578 0.0 -0.1 0.1 -0.319
C 4.00892 3.16516 0.96943 0.1 0.0 -0.1 -0.270
C 4.76106 2.52504 2.13011 0.0 0.0 0.0 -0.258
C 4.89488 1.01306 2.01500 0.0 -0.1 0.0 -0.102
H 5.93511 -2.69516 -1.51572 0.0 0.0 0.0 0.076
H 6.62286 -1.15241 -1.01499 0.0 0.0 0.0 0.074
H 6.33937 -1.47665 -2.72368 0.0 0.0 0.0 0.078
H 4.13976 -1.25544 -0.60402 0.0 0.0 0.0 0.083
H 3.86163 -1.52117 -2.30997 0.0 0.0 0.0 0.103
H 5.04201 0.65027 -2.81285 0.0 0.0 0.0 0.120
H 5.15339 0.97342 -1.10420 0.0 -0.1 -0.1 0.087
H 2.52552 0.56424 -2.65808 0.0 0.0 0.0 0.058
H 3.24274 2.13766 -2.30449 0.0 0.0 0.0 0.063
H 2.33181 -0.25377 0.45644 0.1 0.0 0.0 -0.031
H 2.14279 2.54333 1.90047 0.0 0.0 -0.1 0.058
H 1.92131 3.50860 0.44687 0.0 0.0 0.0 0.070
H 4.04544 4.25152 1.07183 0.0 0.0 0.0 0.113
H 4.52817 2.94177 0.02915 0.0 0.0 0.0 0.096
H 4.24913 2.77656 3.06442 0.0 0.0 0.0 0.111
H 5.75312 2.97640 2.19619 0.0 0.0 0.0 0.113
H 3.92020 0.51499 2.00048 0.0 0.0 0.0 0.037
H 5.44012 0.60115 2.86416 0.0 0.0 0.0 0.083
H 5.43681 0.72545 1.10910 0.0 0.0 0.0 0.067
```
Forces are in eV/Å.